Formula: C19H52BrClNO8PS6
Source: the Open Molecules 2025 dataset
Level of theory: ωB97M-V/def2-TZVPD

Geometry as XYZ:
```
89
Properties=species:S:1:pos:R:3:forces:R:3:lowdin_charge:R:1
Br 3.341 5.320 -0.545 0.118 0.150 -0.078 0.253
Cl 2.522 -2.133 -3.565 0.114 -0.056 -0.221 0.535
S -1.538 3.582 -5.190 -0.110 -0.027 -0.046 0.827
S 2.582 -3.983 3.082 0.037 -0.209 0.034 0.824
S 0.992 -7.714 -0.093 -0.053 0.179 -0.032 0.809
S 1.608 -6.337 -4.391 0.024 0.183 0.022 0.799
S -0.187 3.728 4.260 -0.057 -0.010 -0.099 0.783
S -5.032 5.005 4.754 -0.061 -0.006 -0.026 0.808
P 2.269 4.343 -2.256 -0.263 0.000 0.159 0.574
O 2.722 -3.940 1.596 -0.027 0.174 -0.052 -0.574
O 0.769 -8.026 1.348 0.009 -0.071 0.100 -0.562
O 0.683 -7.464 -4.088 0.010 -0.075 0.052 -0.557
O 0.704 2.631 4.723 0.043 -0.033 0.030 -0.548
O -3.919 4.022 4.800 0.096 0.013 0.029 -0.555
O -0.218 3.965 -4.616 0.277 0.158 0.158 -0.568
O 0.966 2.386 -1.138 -0.285 0.131 0.014 -0.217
O 1.572 5.663 -2.939 0.208 0.075 0.023 -0.407
N -0.805 0.265 -2.183 0.259 0.169 0.162 0.062
C -0.188 0.326 -0.839 -0.278 0.046 -0.292 -0.349
C -2.757 4.643 -4.411 -0.039 0.029 0.016 -0.261
C -4.309 6.624 5.049 0.015 0.054 0.015 -0.276
C 2.514 -6.777 -5.876 -0.011 -0.051 -0.079 -0.267
C 0.328 1.860 1.132 -0.026 -0.085 -0.115 -0.028
C 1.470 -2.659 3.553 -0.060 0.068 -0.043 -0.268
C -0.548 -8.024 -0.953 -0.067 -0.030 -0.047 -0.260
C -1.621 4.340 -6.813 -0.010 0.014 -0.053 -0.263
C 3.006 -6.496 -3.278 0.171 -0.022 0.004 -0.260
C 1.133 -0.427 -0.850 0.066 -0.352 0.081 -0.166
C 0.885 5.067 3.720 0.028 0.040 -0.001 -0.262
C 0.996 -1.883 -1.315 0.255 0.097 -0.083 -0.261
C 0.800 3.784 -1.268 0.227 -0.501 -0.139 -0.442
C -5.883 4.891 6.330 -0.047 0.016 0.052 -0.271
C -0.801 4.555 5.728 0.033 0.037 0.100 -0.275
C -0.041 1.766 -0.342 0.414 -0.222 0.158 -0.372
C 1.451 -5.332 3.432 0.023 0.002 0.069 -0.267
C 2.321 -2.453 -1.817 -0.060 0.263 0.426 -0.576
C 0.916 -5.923 -0.195 0.018 0.053 -0.076 -0.283
H -6.634 5.679 6.395 -0.011 -0.006 0.001 0.053
H 1.782 -5.517 0.327 -0.008 0.035 0.017 0.019
H -0.447 -7.696 -1.989 0.032 -0.032 -0.011 0.025
H 0.543 -5.205 2.844 0.007 0.001 -0.006 0.052
H 1.224 -5.339 4.498 0.005 -0.013 0.007 0.056
H -1.385 5.401 -6.728 0.007 -0.004 0.026 0.061
H -3.724 4.491 -4.888 -0.007 -0.009 0.008 0.056
H 0.278 5.942 3.483 0.003 0.001 -0.018 0.054
H -5.158 4.978 7.139 0.023 -0.007 -0.018 0.058
H -2.618 4.195 -7.226 0.001 -0.009 -0.008 0.056
H -1.469 3.862 6.233 -0.038 -0.004 -0.033 0.047
H -3.702 6.590 5.953 -0.005 -0.023 0.002 0.053
H 0.042 4.816 6.368 0.017 -0.023 -0.018 0.059
H 0.001 -5.591 0.297 -0.009 -0.029 0.012 0.063
H -1.250 1.152 -2.385 -0.160 -0.010 0.031 0.057
H 0.657 -2.522 -0.499 -0.150 0.038 0.094 0.104
H 3.768 -5.764 -3.545 -0.036 0.037 -0.011 0.059
H 1.839 0.093 -1.500 -0.028 0.104 -0.066 0.118
H -0.871 -0.166 -0.140 -0.050 -0.072 0.049 0.141
H 1.982 -1.718 3.370 0.019 0.060 -0.027 0.049
H -5.104 7.363 5.146 0.000 0.008 -0.010 0.053
H 2.654 -6.299 -2.271 0.017 -0.006 0.040 0.009
H 2.941 -7.772 -5.755 -0.015 -0.005 0.020 0.059
H -6.367 3.918 6.369 0.003 -0.014 -0.015 0.050
H 1.381 1.621 1.257 0.079 -0.057 0.066 0.094
H 0.269 -1.926 -2.122 -0.136 -0.245 0.022 0.087
H 1.604 5.296 4.506 0.000 -0.027 0.011 0.058
H -0.083 4.019 -1.872 -0.091 0.020 -0.022 0.075
H 2.413 -3.520 -1.643 -0.095 -0.122 -0.188 0.045
H -1.360 5.441 5.430 -0.025 -0.011 -0.008 0.034
H 1.129 5.343 -3.742 -0.188 0.053 -0.177 0.002
H 3.294 -6.036 -6.049 -0.011 0.015 -0.004 0.055
H -0.067 0.198 -2.877 0.054 -0.028 -0.048 0.071
H 0.159 2.857 1.527 -0.007 0.149 -0.009 0.041
H -3.688 6.866 4.189 0.000 -0.011 -0.014 0.049
H -1.352 -7.494 -0.441 0.016 -0.009 0.029 0.058
H -0.886 3.843 -7.442 0.011 -0.016 0.007 0.053
H 0.736 4.277 -0.299 -0.040 0.132 0.034 0.058
H 1.561 -0.433 0.151 0.099 0.107 0.084 0.116
H 3.165 -1.975 -1.326 0.023 -0.008 0.040 0.074
H 3.408 -7.507 -3.336 -0.054 -0.020 -0.015 0.065
H -0.729 -9.096 -0.924 0.011 -0.013 0.009 0.053
H 0.560 -2.717 2.954 0.016 -0.011 -0.006 0.057
H -0.996 2.278 -0.511 -0.131 0.031 -0.066 0.143
H -0.263 1.174 1.735 -0.061 -0.043 0.054 0.090
H 1.939 -6.262 3.149 -0.031 -0.011 -0.032 0.046
H 1.809 -6.771 -6.703 -0.011 0.000 -0.005 0.049
H 0.919 -5.591 -1.233 -0.073 -0.045 -0.046 0.035
H -2.440 5.682 -4.497 0.027 -0.008 -0.007 0.062
H -2.817 4.358 -3.363 0.010 -0.016 0.007 0.048
H 1.409 4.731 2.827 -0.001 -0.013 -0.005 0.036
H 1.241 -2.743 4.615 0.002 -0.014 0.001 0.055
```
Forces are in eV/Å.

Net charge = 0
LUMO = 0.011 hartree


Formula: C25H65O27S8
Source: the Open Molecules 2025 dataset
Level of theory: ωB97M-V/def2-TZVPD

Geometry as XYZ:
```
125
Properties=species:S:1:pos:R:3:forces:R:3:lowdin_charge:R:1
S 1.677 -4.441 -2.541 0.335 1.042 -1.004 0.619
S 1.748 1.728 5.302 -0.479 0.046 -0.304 0.636
S 0.385 4.118 0.334 -0.110 0.742 -0.985 0.618
S -3.133 0.007 -4.577 1.324 1.166 0.382 0.628
S 4.849 -0.676 -2.855 -0.347 0.584 0.817 0.589
S -4.918 2.090 -0.433 0.355 -0.773 1.083 0.620
S 3.208 -2.694 2.637 0.040 0.176 0.859 0.626
S -1.267 -2.678 3.230 -2.502 -0.153 -0.094 0.706
O -5.820 1.046 -0.866 0.996 0.853 0.391 -0.273
O 3.053 2.133 4.834 -0.727 -0.311 0.392 -0.293
O -1.662 -3.817 2.128 0.042 0.849 1.374 -0.204
O 5.139 -1.622 -1.816 -0.371 0.353 -0.705 -0.260
O -4.334 -0.460 -3.943 0.277 -0.007 -0.652 -0.284
O 0.793 -5.509 -1.748 -0.081 0.392 -0.904 -0.285
O -0.643 -0.981 -1.048 0.800 0.653 0.374 -0.026
O 3.332 -0.230 -2.623 0.799 -0.231 0.913 -0.289
O -0.632 4.547 1.247 0.368 -0.200 -0.110 -0.272
O -4.244 2.954 -1.361 -0.691 -0.221 0.239 -0.284
O -1.715 -3.176 4.509 0.806 0.013 -1.093 -0.266
O 0.094 -2.242 3.061 -5.250 -1.423 -2.527 -0.303
O -2.142 -1.224 -4.903 -0.314 0.974 -0.674 -0.252
O 4.379 -3.305 3.207 -0.285 0.355 -0.518 -0.288
O 0.815 3.068 5.441 0.509 -1.238 0.114 -0.263
O 1.174 0.407 -0.552 -3.192 -0.270 -0.046 -0.050
O 2.439 -3.424 1.657 0.056 0.116 0.036 -0.291
O -5.729 3.039 0.582 0.562 0.339 -0.938 -0.261
O 3.672 -1.299 1.997 -0.055 -0.631 0.700 -0.238
O 1.558 3.427 0.820 -0.999 0.306 -0.506 -0.267
O -0.533 0.335 0.786 -0.197 -0.360 -0.125 -0.054
O 1.088 -4.234 -3.858 0.096 -0.434 1.768 -0.295
O 0.838 5.457 -0.440 -0.115 -0.489 0.578 -0.266
O 3.050 -4.856 -2.509 -0.188 -0.073 0.297 -0.276
O 1.581 1.021 6.546 0.129 0.560 -0.739 -0.287
O -3.142 0.830 -5.776 -0.190 -1.278 1.236 -0.298
O 5.016 -0.996 -4.242 0.263 0.285 0.360 -0.268
C -1.566 -4.730 -0.150 -3.045 1.342 0.309 -0.082
C 0.317 5.373 4.851 0.262 -1.261 0.164 -0.050
C -0.067 -0.175 -0.294 -1.908 -0.616 -0.699 -0.729
C 2.125 -2.182 3.991 3.586 -0.271 -0.194 -0.131
C -2.166 0.884 -3.302 -0.330 -0.328 -0.211 -0.105
C 0.909 0.778 3.982 0.244 1.647 1.103 -0.080
C 1.457 -2.946 -1.555 -0.291 -0.742 -0.203 -0.087
C -1.897 -3.628 -4.503 0.594 0.554 -0.405 -0.059
C 1.799 5.330 -1.508 0.099 0.864 -0.258 -0.268
C -1.273 -3.548 0.777 0.364 0.306 -1.733 -0.272
C 2.715 -0.617 1.127 0.791 -0.709 -0.148 -0.226
C -0.383 3.302 -1.078 0.382 -0.864 0.466 -0.094
C 1.352 -6.122 -0.563 -0.039 -0.139 0.432 -0.194
C -3.621 1.466 0.681 -0.166 -0.632 -0.479 -0.107
C 0.409 -5.909 0.612 2.554 -1.117 0.482 -0.093
C 1.287 6.096 -2.714 0.419 -0.274 -0.146 -0.064
C -2.398 -1.343 2.792 0.842 -0.686 -0.697 -0.098
C 1.004 4.057 4.419 0.276 1.242 0.477 -0.269
C 1.407 -0.248 -3.965 0.584 -0.040 -0.402 -0.047
C 5.696 0.852 -2.393 0.228 -0.150 -0.758 -0.107
C -7.301 3.598 2.265 -0.796 -0.237 -0.097 -0.069
C -1.918 -2.215 -3.908 -1.144 -1.597 1.017 -0.270
C -6.365 2.523 1.740 0.066 -0.005 1.347 -0.290
C 2.594 0.609 -3.499 -1.124 -0.088 -1.033 -0.248
C 3.171 0.814 0.966 -0.841 0.613 0.532 -0.046
H 0.128 5.914 3.927 -0.256 0.334 0.235 0.071
H -6.797 1.536 1.572 -0.391 0.219 -0.338 0.122
H 2.701 5.819 -1.143 0.199 -0.399 -0.005 0.125
H -1.008 -3.820 -5.106 -0.114 0.149 -0.080 0.062
H 1.193 7.158 -2.499 -0.378 -0.059 0.079 0.081
H -3.015 0.719 0.161 -0.110 0.153 -0.302 0.053
H 1.909 -3.084 4.558 0.033 -0.008 0.061 0.092
H 1.989 4.297 -1.797 0.083 -0.094 0.375 0.105
H 2.484 1.301 0.269 1.527 -0.003 0.277 0.040
H 0.927 5.938 5.554 0.217 0.082 -0.238 0.072
H -2.793 -3.773 -5.105 -0.040 -0.095 0.043 0.080
H -2.601 1.863 -3.108 -0.206 -0.023 -0.307 0.052
H 5.179 1.369 -1.590 -0.165 -0.307 0.080 0.057
H -2.943 2.258 0.994 -0.308 0.254 -0.085 0.071
H 6.709 0.595 -2.089 -0.070 -0.128 0.025 0.069
H 1.350 -0.211 4.025 -0.193 0.394 -0.203 0.016
H -0.879 3.974 -1.772 -0.041 0.389 0.439 0.080
H 0.191 -4.841 0.660 1.232 -1.197 0.526 0.029
H 1.473 -7.167 -0.841 0.229 -0.037 0.237 0.126
H 2.074 4.251 4.352 -0.021 -0.186 -0.405 0.112
H 2.196 1.482 -2.975 0.286 -0.184 0.564 0.102
H 2.310 -5.656 -0.336 0.091 -0.171 -0.083 0.115
H 2.308 -2.289 -1.712 0.012 -0.088 -0.178 0.055
H 0.369 5.643 -3.086 -0.163 0.308 0.037 0.074
H 3.195 1.027 -4.310 0.196 -0.490 -0.113 0.118
H 1.376 -3.191 -0.495 0.382 -0.209 -0.103 0.044
H 2.028 6.016 -3.513 0.016 -0.078 0.014 0.082
H -0.542 -6.430 0.499 2.421 -2.010 0.500 0.074
H -1.135 0.969 -3.636 -0.055 0.009 -0.161 0.049
H -1.854 -4.364 -3.700 -0.161 0.096 0.099 0.071
H 1.766 -1.204 -4.352 0.146 -0.027 0.181 0.089
H -0.583 5.121 5.412 -0.329 0.154 -0.426 0.076
H -1.734 -2.672 0.316 -0.094 0.269 0.632 0.108
H 0.862 0.175 -4.812 -0.163 0.366 0.290 0.085
H 0.870 -6.228 1.545 0.378 -0.035 0.007 0.114
H -1.053 -2.006 -3.278 0.089 0.273 -0.341 0.087
H -7.683 3.355 3.259 0.255 -0.248 0.036 0.078
H 2.948 1.346 1.895 0.659 -0.005 0.167 0.070
H 2.709 -1.190 0.200 0.007 0.260 0.072 0.100
H 0.599 3.712 3.474 -0.014 -0.121 -0.121 0.086
H -1.217 -5.627 0.357 -3.188 2.292 -1.494 0.000
H -5.649 2.381 2.558 0.438 -0.059 -0.379 0.113
H -4.022 0.937 1.545 -0.327 0.242 -0.034 0.056
H 0.399 2.761 -1.610 -0.034 -0.140 0.088 0.054
H -2.336 -1.178 1.715 0.001 -0.155 0.002 0.039
H -2.805 -2.245 -3.265 0.179 0.390 0.217 0.113
H -2.187 0.322 -2.368 -0.014 -0.260 -0.177 0.049
H -8.198 3.715 1.656 0.203 0.139 -0.253 0.078
H -2.022 -0.417 3.217 -0.250 -0.121 0.483 0.065
H 4.202 0.965 0.661 0.144 -0.290 0.130 0.085
H -1.078 -4.562 -1.109 0.209 -0.166 0.277 0.085
H 1.727 -0.688 1.588 0.021 0.136 -0.060 0.099
H -1.093 2.581 -0.673 0.043 -0.057 -0.021 0.054
H -6.784 4.552 2.357 0.074 -0.019 -0.188 0.082
H -2.632 -4.786 -0.378 -0.269 0.181 0.116 0.095
H 2.744 -1.488 4.551 0.083 -0.052 0.304 0.077
H 1.205 -1.844 3.517 2.632 0.837 1.409 -0.101
H -0.193 -3.386 0.783 -0.221 0.626 0.113 0.083
H 0.863 0.912 0.280 1.838 0.708 -0.625 0.071
H 5.758 1.499 -3.268 -0.096 -0.028 -0.024 0.063
H 0.774 -0.444 -3.099 -0.176 0.063 -0.156 0.050
H -0.143 0.820 4.250 -0.044 -0.340 0.043 0.072
H 0.518 -2.467 -1.832 0.250 -0.083 -0.165 0.035
H -3.368 -1.722 3.096 -0.100 0.419 0.188 0.075
H 1.050 1.334 3.058 0.146 -0.289 -0.136 0.054
```
Forces are in eV/Å.

Net charge = -1
LUMO = 0.062 hartree
Relative energy (zero: lowest compared OMol25 entry of this formula, charge and spin) = 111.43 kcal/mol